Entry 1:
{"formula": "Cl2H4OSi2", "method": "wB97M-V/def2-TZVPD", "species": ["O", "Si", "Si", "Cl", "Cl", "H", "H", "H", "H"], "xyz": [[-0.853, 0.130, -1.594], [1.686, -0.103, 0.621], [-1.168, 0.122, -0.003], [-2.228, 1.830, 0.341], [-2.151, -1.592, 0.528], [-1.424, -0.298, -2.140], [1.964, -0.635, 1.894], [2.015, -0.841, -0.565], [2.158, 1.388, 0.919]], "de_lowest_kj_mol": 240.2, "mol_weight_g_mol": 147.11, "gap_ev": 8.88}



Entry 2:
{"formula": "Cl2NO11Tl3", "method": "wB97M-V/def2-TZVPD", "species": ["Tl", "Tl", "Tl", "N", "O", "O", "O", "Cl", "O", "O", "O", "O", "Cl", "O", "O", "O", "O"], "xyz": [[-1.081, 0.030, 5.337], [-2.639, -0.661, -1.962], [3.253, 1.220, -0.070], [-0.438, 0.127, 1.262], [0.649, 0.251, 0.951], [-1.191, -0.231, 0.417], [-0.752, 0.084, 2.511], [0.518, -3.940, -0.659], [-0.390, -2.735, -0.834], [1.664, -3.561, 0.175], [-0.299, -5.048, -0.271], [1.083, -4.271, -2.062], [-0.040, 3.770, -0.951], [-1.310, 4.226, -0.374], [0.703, 3.084, 0.024], [-0.492, 2.812, -1.975], [0.763, 4.843, -1.519]], "de_lowest_kj_mol": 786.9, "mol_weight_g_mol": 874.05, "gap_ev": 3.27, "charge": 6}



Entry 3:
{"formula": "Cl2NO3S", "method": "wB97M-V/def2-TZVPD", "species": ["N", "O", "O", "O", "S", "Cl", "Cl"], "xyz": [[-1.899, -0.411, -0.026], [0.998, 1.851, -0.267], [1.464, -0.431, -1.077], [1.398, 0.016, 1.347], [1.023, 0.426, 0.007], [-1.980, -1.813, 0.935], [-2.271, -0.744, -1.657]], "de_lowest_kj_mol": 0.0, "mol_weight_g_mol": 164.98, "gap_ev": [5.61, 7.92], "charge": -1}



Entry 4:
{"formula": "Cl2O2S", "method": "wB97M-V/def2-TZVPD", "species": ["O", "O", "S", "Cl", "Cl"], "xyz": [[0.492, 0.705, 2.173], [-1.849, -0.080, -1.973], [0.962, 0.814, 0.822], [-0.673, -0.455, -1.098], [2.055, -0.945, 0.587]], "de_lowest_kj_mol": 47.4, "s2": 2.0098, "mol_weight_g_mol": 134.97, "multiplicity": 3, "gap_ev": [8.70, 7.78]}